Entry 1:
2 unconnected molecules or ions with the total composition C4H11N3OS at a distorted geometry, computed with ωB97M-V with the def2-TZVPD basis set.

As for the total energy: -21675.24795 eV. For the max |F|, the calculation gives 0.132 hartree/bohr. The HOMO energy is -9.028 eV. Its LUMO energy is 0.577 eV.

XYZ file:
```
20
Properties=species:S:1:pos:R:3:mulliken_charge:R:1
H -1.773 -1.527 0.803 0.3810
H 1.650 -0.716 -0.965 0.3158
H 1.075 2.398 0.924 0.2680
O 1.225 -1.577 -0.819 -0.5367
H 1.741 -0.632 2.291 0.2118
H -0.698 0.745 0.496 0.2044
H -0.609 0.430 -1.096 0.4906
C -0.981 -1.272 0.052 -0.5522
N 1.353 -0.320 1.370 -0.4921
H 3.547 0.136 -0.838 0.2872
H -3.000 -0.486 -0.895 0.3854
C -1.137 0.126 -0.281 -0.2505
N 2.932 0.911 -0.816 -0.5016
H -0.931 -1.982 -0.765 0.3475
S 0.687 -1.556 0.801 0.2757
N 1.314 2.224 -0.004 -0.5142
H -3.111 0.191 0.732 0.3835
C -2.634 0.252 -0.232 -1.5082
H -2.801 1.253 -0.645 0.4024
C 2.151 1.403 -0.114 0.4021
```

***

Entry 2:
C4H11N3S in the gas phase at a distorted geometry, computed with ωB97M-V with the def2-TZVPD basis set.

As for the structure (SMILES): NCC(CN)C(N)=S. As for the total energy: -19631.87332 eV. For the max |F|, the calculation gives 0.047 hartree/bohr. The HOMO energy is -8.000 eV. Its LUMO energy is 0.610 eV.

XYZ file:
```
19
Properties=species:S:1:pos:R:3:mulliken_charge:R:1
H 1.503 -2.460 -0.269 0.4343
H -2.117 0.564 -1.067 0.2725
H -2.660 -0.671 -0.265 0.3050
N -2.158 -0.466 -1.110 -0.6793
H 1.786 0.863 -0.357 0.3284
C 0.107 -0.754 0.117 0.6249
H 3.288 -0.874 -0.972 0.1850
H -0.691 -1.995 -1.468 0.3483
S -1.264 1.207 1.521 -0.3294
H 2.117 -1.238 0.796 0.4233
C 1.522 -1.336 -0.104 -1.0394
H -0.400 -1.443 0.785 0.2577
N 2.309 -0.770 -1.173 -0.5957
H -0.359 -0.402 -2.032 0.3683
C -0.760 -0.911 -1.169 -1.0219
N 1.097 1.390 0.188 -0.2394
C 0.084 0.686 0.630 -0.0616
H 2.135 -1.204 -2.054 0.2071
H 1.165 2.359 0.403 0.2120
```

***

Entry 3:
C4H11N3S in the gas phase at a distorted geometry, computed with ωB97M-V with the def2-TZVPD basis set.

As for the structure (SMILES): CNCC/N=C/NS. As for the total energy: -19630.73435 eV. For the max |F|, the calculation gives 0.034 hartree/bohr. The HOMO energy is -8.289 eV. Its LUMO energy is 0.725 eV.

XYZ file:
```
19
Properties=species:S:1:pos:R:3:mulliken_charge:R:1
N -0.946 1.575 -1.152 -0.2957
H 1.469 -2.467 3.492 0.2736
H 1.978 -1.702 0.083 0.3038
C 1.210 -1.391 3.391 -0.7877
H -0.965 -0.350 -1.636 0.2894
H -2.500 2.101 -2.749 0.1471
H 0.120 -1.190 3.479 0.2728
N -0.255 -0.111 0.351 -0.4450
H 1.496 -2.890 1.315 0.3156
H 1.466 -0.013 1.875 0.3214
H -0.258 -2.103 -0.360 0.4222
N 1.768 -0.962 2.104 -0.3943
S -1.145 2.028 -2.786 -0.1481
C 1.384 -1.838 1.003 -0.6468
H 1.684 -0.759 4.168 0.3019
C -0.692 0.270 -0.788 -0.0259
C -0.037 -1.537 0.554 -0.4800
H -0.733 -1.923 1.321 0.2731
H -0.591 2.303 -0.502 0.3025
```

***

Entry 4:
A gas-phase ion, C4H11N4 (charge +1) at a distorted geometry, computed with ωB97M-V with the def2-TZVPD basis set.

As for the structure (SMILES): C[C@@H]1N=N[C@H]([NH3+])[C@H]1N. As for the total energy: -10277.64345 eV. The net charge is +1. For the max |F|, the calculation gives 0.115 hartree/bohr. The HOMO energy is -13.218 eV. Its LUMO energy is -3.706 eV.

XYZ file:
```
19
Properties=species:S:1:pos:R:3:mulliken_charge:R:1
H 3.206 -1.074 -0.016 0.3515
N -0.243 1.790 0.746 -0.5833
N -2.364 -0.235 -0.542 -0.2877
N -0.639 -1.759 0.175 -0.3940
C 2.547 -0.370 -0.488 -1.2848
C 1.147 -0.492 0.280 0.2481
H 0.092 1.665 1.708 0.2880
H -0.183 0.731 -1.156 0.4646
C -1.207 -0.421 0.365 0.0638
H 0.302 2.528 0.382 0.2741
H 2.859 0.647 -0.534 0.3767
N 0.568 -1.713 0.128 -0.2146
H -2.279 0.710 -0.885 0.3528
H 1.320 -0.135 1.347 0.2976
H -2.583 -1.034 -1.206 0.3612
H -3.271 -0.147 -0.154 0.3509
H 2.364 -0.684 -1.483 0.3865
H -1.559 -0.542 1.341 0.3489
C -0.077 0.534 -0.009 -0.4003
```

***

Entry 5:
2 unconnected molecules or ions with the total composition C4H11N4 at a distorted geometry, computed with ωB97M-V with the def2-TZVPD basis set.

As for the total energy: -10277.10091 eV. The net charge is +1. For the max |F|, the calculation gives 0.080 hartree/bohr. The HOMO energy is -12.577 eV. Its LUMO energy is -3.015 eV.

XYZ file:
```
19
Properties=species:S:1:pos:R:3:mulliken_charge:R:1
C -2.317 0.232 -0.496 -0.8046
N -4.151 1.636 0.348 -0.2750
H 2.482 1.709 0.564 0.1970
N 0.407 -1.057 0.582 -0.5241
H -2.719 -1.214 0.765 0.3206
H -2.083 -1.827 -0.619 0.3449
H -1.052 -1.077 0.575 0.4301
C -3.152 1.108 -0.011 0.4317
H 3.912 1.462 -0.453 0.2170
H 3.024 -0.490 -0.966 0.3784
H 0.962 -1.890 1.027 0.2398
N -2.083 -1.069 0.083 -0.2727
N 2.966 1.315 -0.228 -0.5189
H 3.058 -0.550 0.710 0.2809
C 2.544 -0.053 -0.128 -0.6520
H 0.610 0.568 -0.767 0.2511
H -4.615 2.233 0.992 0.2939
C 1.032 -0.230 -0.112 0.2200
H -1.674 0.550 -1.252 0.4419
```

***

Entry 6:
A gas-phase ion, C4H11N4 (charge +1) at a distorted geometry, computed with ωB97M-V with the def2-TZVPD basis set.

As for the structure (SMILES): C=C(C)C/[N+](N)=N/N. As for the total energy: -10276.47019 eV. The net charge is +1. For the max |F|, the calculation gives 0.077 hartree/bohr. The HOMO energy is -13.611 eV. Its LUMO energy is -3.995 eV.

XYZ file:
```
19
Properties=species:S:1:pos:R:3:mulliken_charge:R:1
H -3.778 0.249 -0.272 0.2233
H 0.732 -1.833 -1.004 0.2498
H -0.067 -0.299 1.884 0.3598
N -2.007 -0.437 0.485 -0.2244
H 1.118 -2.260 0.675 0.3494
C 1.358 -0.165 0.162 1.2186
N -3.239 -0.473 0.075 -0.4399
C 0.209 0.366 0.954 -1.2393
H -3.869 -1.193 0.357 0.2516
H 2.452 -2.009 -0.354 0.3554
H 3.423 0.354 -0.327 0.3060
H -0.340 1.982 -0.780 0.3256
N -1.245 1.559 -0.561 -0.5711
C 2.405 0.673 -0.010 -0.9625
N -1.134 0.461 0.193 1.0837
C 1.424 -1.634 -0.092 -1.2538
H 2.340 1.728 0.405 0.2150
H 0.491 1.361 1.278 0.5034
H -1.961 1.437 -1.247 0.2496
```

***

Entry 7:
2 unconnected molecules or ions with the total composition C4H11N5O4S at a distorted geometry, computed with ωB97M-V with the def2-TZVPD basis set.

As for the total energy: -30784.64053 eV. The net charge is +2. For the max |F|, the calculation gives 0.113 hartree/bohr. The HOMO energy is -17.000 eV. Its LUMO energy is -6.706 eV.

XYZ file:
```
25
Properties=species:S:1:pos:R:3:mulliken_charge:R:1
C 0.381 -1.711 0.752 0.3761
O 0.628 1.329 -3.455 -0.4135
H 1.625 -1.916 2.502 0.3881
H 0.879 -3.698 1.086 0.2467
C -0.333 0.424 0.410 0.5458
O -0.261 -0.958 -2.819 -0.3606
N 0.808 -1.448 2.108 -0.2452
S -0.148 0.035 -4.044 0.8420
C 0.752 -0.113 2.568 0.5433
O -1.597 0.478 -4.221 -0.3404
H -0.528 2.412 1.273 0.2056
N 0.047 -0.773 -0.075 -0.5284
H 0.887 1.949 -4.157 0.3897
H 0.005 1.620 -1.168 0.1521
N -0.432 1.550 -0.176 -0.7354
H 0.466 -3.465 -0.460 0.2678
C -0.367 0.566 1.941 -0.4538
N 0.594 -2.941 0.463 -0.3283
N -0.529 2.061 2.184 -0.1027
O 1.531 0.431 3.271 -0.5026
H 0.262 -0.976 -1.899 0.5274
H -1.281 0.049 2.232 0.3859
H -2.267 0.611 -3.548 0.3857
H -1.450 2.236 2.575 0.3781
H 0.330 2.247 2.659 0.3765
```

***

Entry 8:
2 unconnected molecules or ions with the total composition C4H11NO at a distorted geometry, computed with ωB97M-V with the def2-TZVPD basis set.

As for the spin multiplicity: 2. As for the total energy: -7860.28790 eV. The net charge is -1. For the max |F|, the calculation gives 0.095 hartree/bohr. The HOMO energy (spin up / spin down) is 1.000 / -4.280 eV. Its LUMO energy (spin up / spin down) is 3.722 / 3.593 eV. The expectation value of S² is 0.75.

XYZ file:
```
17
Properties=species:S:1:pos:R:3:mulliken_spin:R:1
N -0.426 1.336 1.564 -0.1536
H -0.891 0.187 3.401 -0.0133
C 0.495 -2.395 -3.207 0.5800
H -2.031 1.190 2.540 -0.0577
C 0.110 -0.979 -2.743 0.2976
H -0.216 0.889 0.739 0.0066
H -0.074 -0.828 -1.739 -0.0769
H -0.985 -1.043 -2.997 0.0363
H 0.633 -0.248 -3.322 -0.1139
H 1.604 1.016 2.107 -0.0646
C 0.831 1.830 2.019 0.4461
C -1.258 0.450 2.350 0.3527
H 0.849 2.485 2.957 -0.0351
H -1.465 -0.573 1.876 -0.1315
O 0.169 -3.473 -2.709 -0.0278
H 1.395 -2.215 -3.969 0.0782
H 1.259 2.370 1.133 -0.1233
```

***

Entry 9:
C4H11NO in the gas phase at a distorted geometry, computed with ωB97M-V with the def2-TZVPD basis set.

As for the structure (SMILES): C[C@H](O)[C@@H](C)N. As for the total energy: -7863.22514 eV. For the max |F|, the calculation gives 0.092 hartree/bohr. The HOMO energy is -8.642 eV. Its LUMO energy is 1.049 eV.

XYZ file:
```
17
Properties=species:S:1:pos:R:3:mulliken_charge:R:1
H -1.330 0.949 1.753 0.3068
H -1.681 1.225 -0.989 0.3064
N 1.015 -0.222 -1.341 -0.6139
H -2.707 0.008 -0.225 0.4112
C -0.654 -0.314 0.151 0.3505
C 1.716 -0.103 1.020 -1.3869
O -1.085 0.027 1.616 -0.6224
H 0.515 0.194 -2.117 0.2351
H -0.600 -1.403 0.219 0.2623
C 0.707 0.343 -0.020 0.2426
H 2.679 0.364 0.832 0.3683
H -1.785 -0.404 -1.694 0.3920
C -1.772 0.161 -0.765 -1.4732
H 0.615 1.431 -0.085 0.3315
H 1.207 -1.216 -1.344 0.2397
H 1.850 -1.184 0.991 0.3271
H 1.308 0.145 1.999 0.3228
```

***

Entry 10:
A molecular structure, C4H11NO at a distorted geometry, computed with ωB97M-V with the def2-TZVPD basis set.

As for the total energy: -7858.38640 eV. For the max |F|, the calculation gives 0.082 hartree/bohr. The HOMO energy is -8.154 eV. Its LUMO energy is -1.150 eV.

XYZ file:
```
17
Properties=species:S:1:pos:R:3:mulliken_charge:R:1
C 1.025 -0.265 0.131 -0.2785
H -3.230 -1.052 -1.211 0.2784
H 1.434 1.670 -0.426 0.3293
H -1.960 0.028 -1.768 0.2422
H -0.912 1.722 -0.536 0.3600
H 2.893 -0.550 1.258 0.3381
N 1.001 1.240 0.394 -0.3837
H -0.901 1.277 1.237 0.2884
C 2.529 -0.717 0.241 -1.2372
O -1.664 -1.001 0.071 -0.5702
H -2.985 0.527 -0.426 0.2197
H 0.721 -0.538 -0.886 0.2746
H 3.168 -0.182 -0.469 0.3225
C -0.403 1.188 0.271 -0.3551
H 0.458 -0.868 0.833 0.4722
H 2.577 -1.791 0.018 0.3594
C -2.442 -0.367 -0.838 -0.6600
```

***

Entry 11:
2 unconnected molecules or ions with the total composition C4H11NO at a distorted geometry, computed with ωB97M-V with the def2-TZVPD basis set.

As for the structure (SMILES): CC(C)=CN.O. As for the total energy: -7862.49300 eV. For the max |F|, the calculation gives 0.060 hartree/bohr. The HOMO energy is -8.039 eV. Its LUMO energy is 0.835 eV.

XYZ file:
```
17
Properties=species:S:1:pos:R:3:mulliken_charge:R:1
H -1.144 -0.253 1.392 0.2027
C 2.029 -0.353 0.758 -1.2369
H -2.125 -1.935 -0.346 0.3196
C 0.544 0.645 -0.918 -0.5524
H -0.812 1.347 -2.301 0.2319
H 2.211 -1.296 0.243 0.2922
H -0.799 1.490 1.365 0.3568
H 2.173 -0.568 1.814 0.3592
H -1.325 1.628 -0.739 0.1526
H 0.053 0.416 2.407 0.3862
H 2.782 0.354 0.395 0.2856
H 1.256 1.272 -1.442 0.2580
N -0.771 1.038 -1.344 -0.4218
C 0.693 0.239 0.355 1.0999
O -2.295 -2.490 -1.107 -0.6616
H -2.123 -2.032 -1.928 0.3182
C -0.346 0.500 1.396 -1.3902
```

***

Entry 12:
2 unconnected molecules or ions with the total composition C4H11NO at a distorted geometry, computed with ωB97M-V with the def2-TZVPD basis set.

As for the structure (SMILES): CC(N)=O.CC. As for the total energy: -7864.19859 eV. For the max |F|, the calculation gives 0.024 hartree/bohr. The HOMO energy is -9.774 eV. Its LUMO energy is 0.757 eV.

XYZ file:
```
17
Properties=species:S:1:pos:R:3:mulliken_charge:R:1
H -0.580 -1.882 2.724 0.2178
H 1.717 -1.316 -1.092 0.2633
H -0.764 1.691 1.297 0.3440
H 0.601 -1.188 -2.384 0.2669
C -1.377 0.863 0.942 -0.6079
H 2.279 -0.663 -2.612 0.3087
C 1.143 0.786 -1.512 -0.7247
H -0.992 0.531 -0.002 -0.0969
H 1.588 1.496 -2.206 0.3733
O -2.690 -0.702 2.159 -0.6166
C -1.581 -0.359 1.791 0.5735
H 0.459 -0.775 1.913 0.1881
N -0.472 -1.042 2.181 -0.3596
C 1.445 -0.672 -1.930 -0.8470
H -2.342 1.348 0.803 0.3171
H 0.071 0.937 -1.580 0.1909
H 1.494 0.946 -0.495 0.2095
```

***

Question: Which of these has the lowest max |F|?
Answer: number 12

***

Question: Number 5 is which compound?
Answer: C4H11N4